Formula: C22H32AlBrCl4F8KN4O15PS2
Source: the Open Molecules 2025 dataset
Level of theory: the ωB97M-V functional and the def2-TZVPD basis

## Properties
HOMO level ... -6.77 eV
Net charge ... 0

Cartesian coordinates (Å):
C 0.92028 4.11035 -2.67830
C 0.81224 2.88164 -3.51688
O 1.60123 2.51931 -4.33108
O -0.32609 2.15515 -3.24774
C -0.08365 0.86480 -2.70058
C -1.36068 0.29716 -2.12163
N -1.78123 0.77783 -0.75982
C -0.66903 0.66627 0.24779
C 0.05577 -0.68243 0.24797
O 1.05044 -0.49078 1.25352
C 2.32951 -0.92898 0.93773
C 3.15704 0.20411 0.32799
F 3.38037 0.07342 -0.98554
F 4.34945 0.31015 0.89984
F 2.57519 1.38780 0.47630
N -2.13985 2.21594 -0.96578
C -3.48898 2.36988 -1.41907
O -3.78930 2.42947 -2.55565
F -4.38005 2.44859 -0.42853
C -1.80895 3.07566 0.16629
O -2.26612 3.05492 1.23337
F -0.87612 3.91898 -0.24188
P -3.10930 -0.44374 -0.16895
C -3.90284 0.05623 1.35698
C -4.26698 -0.85928 -1.49555
H -0.03781 4.62742 -2.67101
H 1.09955 3.79723 -1.64776
H 1.71920 4.74817 -3.04074
H 0.17687 0.19972 -3.53111
H 0.77345 0.85709 -2.02538
H -2.15684 0.53936 -2.82454
H -1.30765 -0.78942 -2.08483
H 0.08627 1.42114 0.03005
H -1.08053 0.78880 1.24631
H 0.57420 -0.86559 -0.69638
H -0.58300 -1.50306 0.55519
H 2.81498 -1.20641 1.87314
H 2.34594 -1.80231 0.28355
H -3.17009 0.49932 2.02730
H -4.78549 0.68668 1.26464
H -4.18779 -0.89997 1.80659
H -4.69630 -1.79780 -1.15053
H -5.07700 -0.14267 -1.65814
H -3.76814 -1.02651 -2.44501
C 4.73619 4.53535 -1.37369
C 4.82100 3.35084 -0.57927
C 5.63123 3.35007 0.57520
C 6.31729 4.47775 0.92581
C 6.23530 5.65444 0.14012
C 5.45701 5.67454 -0.99081
H 4.11690 4.59977 -2.25324
H 4.25781 2.46139 -0.80099
H 5.69539 2.45599 1.17734
H 6.92887 4.48314 1.81783
H 6.78695 6.53741 0.44696
H 5.39109 6.56772 -1.59954
C -4.11716 -5.71170 1.06052
O -3.71088 -6.40833 -0.15905
C -3.63577 -5.79760 -1.25975
O -3.85118 -4.66058 -1.61494
O -3.23630 -6.74651 -2.22352
C -3.13367 -6.21539 -3.48169
H -4.06805 -6.49487 1.82579
H -3.41182 -4.92128 1.30488
H -5.12516 -5.31517 0.93455
H -2.40563 -5.40462 -3.57535
H -4.14129 -5.80323 -3.79268
H -2.81310 -7.05082 -4.14218
N 5.82375 8.78931 2.39246
O 6.17930 8.44936 3.49543
O 6.63715 8.74429 1.40105
O 4.63721 9.18110 2.18015
Al -4.61161 -6.74125 -5.32239
N -1.90574 -1.22391 5.04817
S -2.17091 -2.79510 4.85778
O -1.03822 -3.61148 5.11602
O -3.02094 -3.11292 3.75211
F -3.08793 -2.97724 6.11948
S -0.94301 -0.56859 4.02266
O -0.51855 0.73011 4.41428
O -1.32165 -0.77152 2.64682
F 0.39336 -1.42913 4.13513
Br 5.27975 2.58945 -2.92853
Cl -2.57490 5.69175 1.67583
F -2.94899 -7.93506 1.96212
K 4.91451 8.78945 -0.01605
C 0.62016 -9.26811 1.50970
Cl -0.13225 -10.08877 2.86953
Cl -0.58545 -8.64396 0.40276
Cl 1.69369 -7.97302 2.07582
H 1.23415 -9.98673 0.98528



Formula: C3H11NO3S
Source: the Open Molecules 2025 dataset
Level of theory: the ωB97M-V functional and the def2-TZVPD basis

## Properties
HOMO level ... -8.50 eV
Net charge ... 0

Cartesian coordinates (Å):
N -1.27391 0.82394 0.78315
C -1.44212 0.10965 -0.44343
C -1.23698 -1.48094 -0.16175
O -0.82480 -2.03839 0.76030
C -0.43266 0.49412 -1.53374
S -0.84302 1.93069 -2.61523
H -2.04401 1.09419 1.43292
H -0.36263 1.06851 1.16134
H -2.52555 0.15249 -0.78998
H -1.33642 -1.97748 -1.11477
H 0.53829 0.68416 -1.11891
H -0.39570 -0.32496 -2.23345
H -1.32372 1.40463 -3.80658
O 3.58715 -1.42725 0.95467
H 3.53843 -1.62125 1.91950
H 3.68506 -2.26570 0.55391
O 1.92375 -0.29260 3.92380
H 2.34292 0.13587 4.59537
H 1.47085 0.31994 3.48562



Formula: C23H42F3I3N12O9S
Source: the Open Molecules 2025 dataset
Level of theory: the ωB97M-V functional and the def2-TZVPD basis

## Properties
HOMO level ... -8.34 eV
Net charge ... 0

Cartesian coordinates (Å):
C 2.05227 2.82421 3.51209
C 1.95427 1.93931 2.20219
I 3.22924 0.20394 2.27900
C 1.14647 2.26075 1.13553
I 0.09902 4.15084 1.46384
C 1.06097 1.37050 -0.13977
C -0.43631 0.83623 -0.51151
N -1.29105 2.01390 -0.65859
C -0.76810 -0.11835 0.69458
C -2.27545 -0.01977 1.22451
C -2.80603 -1.35120 1.87526
C -4.40204 -1.35202 1.81388
N -4.98931 0.00824 2.01588
C -6.01964 0.30130 1.02330
N -7.25116 -0.06093 1.14707
N -5.71746 1.08216 -0.16448
C -0.37642 0.06463 -1.96163
C -1.84676 -0.40998 -2.24152
C -2.32850 -1.75095 -1.52482
C -3.01781 -2.74658 -2.58004
C -2.77326 -4.23209 -2.11304
O -3.13396 -4.67715 -1.05422
O -2.11990 -5.11743 -2.99512
C 0.68333 -1.13284 -1.93159
O 0.30257 -2.27901 -2.74776
C 0.91930 -3.42230 -2.28924
F 0.34894 -3.88074 -1.13286
F 0.78754 -4.42975 -3.20955
F 2.28279 -3.22044 -2.14804
C 0.20278 1.04749 -3.12751
I -1.58182 2.15208 -3.98022
C 0.46381 0.21527 -4.50715
N 0.40299 1.03553 -5.73612
N 1.32535 1.98035 -2.72938
S 2.82504 1.67968 -3.75590
C 1.01510 3.40780 -3.27392
O 0.51079 4.30262 -2.60482
O 1.40478 3.71750 -4.46675
C 1.91824 1.95558 -1.34735
N 3.24222 1.25989 -1.22749
O 2.31189 3.26684 -0.82465
N 3.49445 3.74446 -1.31343
O 3.90485 4.52973 -0.52848
H 2.46817 3.81241 3.18213
H 2.80123 2.40174 4.23800
H 1.06575 2.89611 4.03324
H 1.54078 0.38556 0.13674
H -1.76873 2.31784 0.18453
H -0.70771 2.78225 -0.99949
H -0.13135 0.03226 1.61085
H -0.63183 -1.21645 0.45754
H -2.89058 0.24840 0.31202
H -2.37437 0.85792 1.91951
H -2.56849 -1.28395 2.97463
H -2.38008 -2.27407 1.40543
H -4.79866 -1.79850 0.86383
H -4.79935 -1.99976 2.65225
H -5.52040 -0.02528 2.89266
H -7.36461 -0.57283 2.03050
H -6.59783 1.45282 -0.53982
H -5.32963 0.48925 -0.90290
H -2.63416 0.34408 -1.95727
H -2.07054 -0.63585 -3.32428
H -1.51683 -2.35543 -1.05656
H -3.14316 -1.55830 -0.77154
H -4.10177 -2.51737 -2.73224
H -2.53209 -2.68165 -3.59566
H -1.37548 -5.54532 -2.53727
H 1.67310 -0.81799 -2.38204
H 0.93204 -1.47611 -0.89527
H -0.46145 -0.43218 -4.59679
H 1.29304 -0.52407 -4.46072
H -0.31039 0.66113 -6.37139
H 1.28476 0.89452 -6.23809
H 3.07509 0.32913 -3.72508
H 3.59738 1.41266 -0.26991
H 3.12250 0.24239 -1.23927
C 6.74475 2.15057 3.66567
O 5.59060 1.95104 4.00753
N 7.06555 2.86076 2.54956
N 7.81033 1.68004 4.37112
H 8.00656 3.03647 2.25074
H 6.30413 3.22479 2.00298
H 7.61194 1.15086 5.20198
H 8.76577 1.83272 4.10768
C -0.31650 -2.51489 4.90425
O -1.20304 -1.70657 4.68673
N 0.70815 -2.73275 4.03465
N -0.27491 -3.26883 6.03697
H 1.44674 -3.39143 4.19648
H 0.71236 -2.19357 3.18585
H -1.01511 -3.13536 6.70342
H 0.44436 -3.93857 6.23588



Formula: C2H6AgClO2
Source: the Open Molecules 2025 dataset
Level of theory: the ωB97M-V functional and the def2-TZVPD basis

## Properties
HOMO level (spin up / spin down) ... -14.33 / -14.31 eV
Multiplicity ... 2
Net charge ... +1

Cartesian coordinates (Å):
Ag 4.36010 29.41059 6.46449
Cl 4.07672 27.38994 8.07286
C 6.44947 27.12579 11.25513
C 6.15266 25.61214 10.89318
O 6.06298 25.47701 9.53167
O 5.36437 27.93807 10.98699
H 7.34597 27.47071 10.73004
H 6.64166 27.29585 12.31352
H 5.18236 25.38309 11.35198
H 6.92243 24.94236 11.26650
H 5.34316 26.06766 9.19240
H 4.97801 27.77809 10.08961



Formula: CH17NO6
Source: the Open Molecules 2025 dataset
Level of theory: the ωB97M-V functional and the def2-TZVPD basis

## Properties
HOMO level ... -9.94 eV
Net charge ... 0

Cartesian coordinates (Å):
C -2.85573 2.18189 -2.75290
N -1.84789 1.62486 -1.80771
H -2.56069 3.17494 -3.08032
H -3.83796 2.11670 -2.29458
H -2.93306 1.47500 -3.58074
H -0.97896 1.57032 -2.33733
H -1.62960 2.37175 -1.15628
O -6.25160 0.87392 0.40517
H -6.50326 0.16481 -0.19291
H -5.51544 1.32604 -0.01600
O 3.53480 0.94465 -0.64057
H 3.31417 0.42585 -1.42593
H 4.25381 0.36881 -0.35869
O 5.57292 -1.54448 1.29001
H 6.07250 -2.19467 1.79653
H 4.83771 -1.35647 1.88891
O 1.20982 -1.68166 1.15230
H 0.40274 -1.39643 0.72674
H 0.97712 -2.56148 1.47229
O -2.65680 -0.96281 -1.05860
H -2.21622 -0.72801 -1.88166
H -3.13444 -1.76200 -1.30805
O 2.89875 -0.91875 3.12793
H 2.25089 -1.04854 2.41338
H 2.39368 -0.64943 3.89876



Formula: C30H28ErFN6O5
Source: the Open Molecules 2025 dataset
Level of theory: the ωB97M-V functional and the def2-TZVPD basis

## Properties
HOMO level (spin up / spin down) ... -11.73 / -11.73 eV
Multiplicity ... 4
Net charge ... +2

Cartesian coordinates (Å):
Er -0.79645 -0.23819 -4.30865
O 3.66815 -0.34149 -3.89545
C 3.88935 0.97471 -3.80715
C 5.19165 1.39931 -3.53155
C 5.48655 2.74031 -3.43825
C 4.48465 3.69991 -3.58735
C 3.19085 3.30651 -3.81955
C 2.87165 1.94411 -3.94195
C 1.49645 1.55571 -4.18725
O 1.19295 0.35091 -4.54365
N 0.56185 2.48531 -3.95735
N -0.67755 2.01821 -4.11935
C -1.69575 2.68021 -3.66295
C -2.98485 2.02701 -3.70575
C -4.10665 2.59971 -3.09695
C -5.31555 1.93171 -3.13835
C -5.38425 0.71761 -3.81115
C -4.23235 0.20551 -4.39025
N -3.04685 0.81701 -4.32975
H 2.73995 -0.51159 -4.15265
H 5.95325 0.64451 -3.41615
H 6.50425 3.05081 -3.25775
H 4.72355 4.74841 -3.52505
H 2.38785 4.01891 -3.92525
H -1.58635 3.65881 -3.20145
H -4.00805 3.54771 -2.59045
H -6.19465 2.35241 -2.67525
H -6.31235 0.17331 -3.88395
H -4.26585 -0.73909 -4.92405
F -0.30825 2.28731 2.45785
C -0.30965 0.99941 2.06355
C -0.34285 0.75511 0.72105
C -0.37015 -0.55829 0.23605
C -0.50185 -0.80309 -1.17705
O -0.59695 0.13001 -2.02265
C -0.56525 -2.18699 -1.55835
C -0.44535 -3.17899 -0.63825
N -0.28715 -2.92939 0.68015
C -0.09985 -4.03889 1.58325
C 1.22175 -4.19799 2.27965
C 0.82125 -5.16199 1.20655
C -0.30945 -1.63439 1.14855
C -0.28815 -1.34859 2.52075
C -0.31105 -0.04699 3.01535
N -0.28835 0.18621 4.38505
C -1.14335 -0.54939 5.28905
C -0.32315 -0.97739 6.52195
N 0.76345 0.02001 6.74215
C 0.29115 1.39071 6.42205
C 0.08335 1.49461 4.90515
C -0.76475 -2.20429 -3.05425
O -1.91355 -1.91749 -3.47235
O 0.23995 -2.13969 -3.79065
H -0.36245 1.57561 0.02085
H -0.48645 -4.22169 -0.91655
H -1.00475 -4.30339 2.11955
H 1.23035 -4.53629 3.30475
H 1.99355 -3.48379 2.03275
H 0.52165 -6.15819 1.49685
H 1.35275 -5.11689 0.26815
H -0.24825 -2.17309 3.21185
H -1.56015 -1.42559 4.79595
H -1.99085 0.07451 5.60285
H 0.13105 -1.95669 6.37245
H -0.96225 -1.02119 7.40495
H 1.54035 -0.19199 6.10315
H 1.11575 -0.03599 7.70555
H 1.02985 2.12501 6.74515
H -0.63635 1.57301 6.96785
H 1.01255 1.79431 4.41245
H -0.66325 2.27481 4.71175